(1)
Here is C30H27F3IrN4O6Si as an isolated structure from the Open Molecules 2025 dataset. Energies are from the ωB97M-V functional and the def2-TZVPD basis.

## Properties
E_tot = -2523.22435 hartree
Multiplicity = 6
ΔE to the lowest compared entry with this formula, charge and spin = 67.0 kJ/mol
Lowest unoccupied orbital energy (spin up / spin down) = -0.7747 / -3.8719 eV
Expectation value of S² = 8.8308
M = 816.86 g mol⁻¹
Strongest force on any atom = 0.0157 hartree/bohr
HOMO (spin up / spin down) = -6.01 / -8.30 eV
Orbital gap (spin up / spin down) = 5.2 / 4.4 eV

```
72
Properties=species:S:1:pos:R:3:forces:R:3
Ir -0.3333 0.5396 0.3393 -0.2905 -0.3030 0.2038
O -3.5868 -6.2415 4.0617 0.0260 0.0905 -0.0071
C -3.1430 -5.8256 2.8500 -0.0339 -0.0150 0.0570
O -3.0463 -6.6217 1.9574 0.0130 0.0054 -0.0193
C -2.8054 -4.3813 2.7009 -0.0111 -0.0421 0.0319
C -2.4749 -3.9295 1.4255 0.0204 0.0403 -0.0571
C -2.1421 -2.6111 1.2048 -0.0405 -0.0414 -0.0303
C -2.1258 -1.6730 2.2503 0.0888 0.1042 0.0107
C -2.4494 -2.1370 3.5372 0.0530 -0.0568 -0.0068
C -2.7813 -3.4612 3.7466 -0.0008 0.0232 0.0312
N -1.7667 -0.3657 1.9803 -0.0901 0.0049 -0.0305
C -2.0346 0.6174 2.8379 -0.0285 0.0910 0.0054
C -1.5465 1.9154 2.6286 0.0033 -0.0297 -0.0077
C -1.8296 2.9799 3.5212 -0.0259 -0.0536 0.0212
C -1.2906 4.2126 3.3175 0.0457 0.0497 -0.0631
C -0.4480 4.4254 2.2037 -0.0582 0.0190 0.0845
C -0.2205 3.3782 1.3552 0.0200 -0.0983 -0.0023
N -0.7524 2.1539 1.5357 0.0827 0.0630 -0.0177
H -3.6519 -5.4948 4.6684 -0.0126 -0.0631 -0.0301
H -2.4917 -4.6404 0.6098 0.0043 0.0009 0.0001
H -1.9114 -2.2847 0.2014 0.0236 0.0102 -0.0235
H -2.3947 -1.4729 4.3864 0.0070 0.0280 0.0192
H -2.9905 -3.7579 4.7693 0.0029 0.0005 0.0009
H -2.6660 0.4605 3.7058 -0.0199 -0.0390 -0.0025
H -2.4715 2.7792 4.3684 -0.0028 0.0066 0.0079
H -1.5029 5.0204 4.0049 0.0038 0.0129 0.0034
H 0.0101 5.3833 2.0096 -0.0046 0.0108 0.0070
H 0.4073 3.4864 0.4819 0.0096 -0.0206 0.0514
O 2.8125 -5.1506 -1.9848 -0.0376 -0.2489 0.0430
C 1.6262 -5.0468 -2.1542 0.6453 0.4886 -0.0248
O 0.6490 -5.5910 -2.6512 -0.3489 -0.1934 0.0018
C 1.0674 -3.6098 -1.5864 -0.2846 -0.1487 -0.1580
C 0.2993 -2.8126 -2.4093 0.0451 0.0535 0.1029
C -0.0843 -1.5819 -1.9055 0.0201 -0.0341 0.0390
N 0.2459 -1.1976 -0.6687 0.0205 0.0304 0.0097
C 0.9952 -1.9947 0.1046 -0.0979 -0.0410 -0.1221
C 1.4386 -3.2347 -0.3206 -0.0317 0.0342 0.1140
C 1.4153 -1.4416 1.4566 0.0294 0.2352 0.0357
O 2.0759 -2.1317 2.1926 0.1159 -0.1078 0.0933
O 1.0487 -0.2105 1.6684 0.1059 -0.1050 -0.1188
H -0.0009 -3.1258 -3.3969 -0.0071 -0.0075 -0.0103
H -0.6843 -0.8924 -2.4804 -0.0052 0.0173 -0.0223
H 2.0586 -3.8255 0.3374 0.0036 -0.0293 -0.0034
C 3.3418 -0.2503 -1.1619 0.0010 -0.0961 -0.0300
Si 2.9573 1.5755 -1.0895 -0.2214 0.0357 -0.0874
C 4.1720 2.4776 -2.1891 0.0285 0.0074 -0.0774
C 3.1991 2.2602 0.6183 -0.0117 0.0303 0.1325
N 1.2400 1.8610 -1.4856 0.4507 0.0431 0.2207
C 0.7710 2.4991 -2.5453 -0.0858 -0.0992 -0.1167
C 1.4204 2.5542 -3.8235 0.0478 -0.0847 0.0117
C 0.8385 3.1506 -4.9104 -0.1242 0.0311 0.0691
C -0.4119 3.7719 -4.7854 0.0676 -0.0153 -0.0301
C -1.0729 3.7800 -3.5643 -0.0358 -0.0185 0.1412
C -0.4981 3.1534 -2.4853 -0.1226 0.1338 0.0509
F -1.1117 3.2203 -1.3001 0.0841 0.0155 -0.3721
H 4.3257 -0.3758 -1.6185 0.0269 -0.0447 0.0261
H 2.6291 -0.8243 -1.7566 0.0653 0.0611 -0.0506
H 3.3846 -0.6847 -0.1623 0.0266 -0.0133 -0.0073
H 5.1190 2.4978 -1.6430 0.0356 0.0212 -0.0235
H 3.8876 3.5109 -2.3940 -0.0168 0.0143 0.0141
H 4.3576 1.9765 -3.1399 0.0302 0.0042 -0.0056
H 4.1507 1.8898 1.0093 0.0282 0.0309 -0.0011
H 2.4249 1.9619 1.3242 -0.0353 -0.0415 -0.0014
H 3.2527 3.3509 0.5915 -0.0225 0.0084 0.0265
H 2.3698 2.0492 -3.9312 -0.0348 0.0252 0.0255
H 1.3434 3.1364 -5.8663 -0.0041 0.0157 -0.0162
H -0.8648 4.2538 -5.6411 -0.0083 -0.0018 -0.0010
H -2.0301 4.2646 -3.4318 -0.0118 0.0094 -0.0286
F -1.9620 0.7980 -2.0141 -0.0239 -0.0505 -0.1369
C -2.1264 0.5291 -0.6527 0.1301 0.1479 -0.0233
F -3.0201 1.4541 -0.2135 -0.1582 0.0618 0.0600
H -2.6099 -0.4485 -0.5988 -0.0625 0.0264 0.0139
```
Positions in Å, forces in eV/Å.

***

(2)
Here is C8H8MnN6O6 as an isolated structure at a distorted geometry from the Open Molecules 2025 dataset. Energies are from the ωB97M-V functional and the def2-TZVPD basis.

## Properties
E_tot = -2239.79385 hartree
Multiplicity = 4
Total charge = +2
Lowest unoccupied orbital energy (spin up / spin down) = -9.2790 / -11.3316 eV
Expectation value of S² = 4.2053
M = 339.13 g mol⁻¹
Strongest force on any atom = 0.1185 hartree/bohr
HOMO (spin up / spin down) = -16.84 / -16.80 eV
Orbital gap (spin up / spin down) = 7.6 / 5.5 eV

```
29
Properties=species:S:1:pos:R:3:forces:R:3
Mn -0.0506 -0.4589 0.2466 1.9697 3.0916 -1.5610
O -1.3475 2.6525 2.9045 -0.8856 1.1996 1.8021
C -0.9735 1.9380 2.0036 1.8074 -4.9912 -2.9943
O -1.0308 0.6291 1.8898 -0.5794 2.6163 0.4071
C -0.2142 2.5914 0.8507 1.0426 0.9185 -1.4559
C -0.0758 3.9508 0.5245 0.4433 -0.0234 -0.3871
C 0.5026 4.4184 -0.7314 -1.2458 -2.5421 1.5402
C 0.6870 3.4050 -1.6749 1.2048 -0.2928 1.5851
C 0.7352 2.0497 -1.2078 -1.1046 1.1521 1.0725
N 0.3620 1.6360 0.0575 -1.0537 0.8547 -2.2277
C 1.1198 0.9438 -2.1516 1.3579 1.0264 -0.0853
O 1.6604 1.2304 -3.2134 -1.5397 -1.7244 2.2069
O 0.8782 -0.2138 -1.5266 -0.5219 -1.2441 0.0839
H -0.3904 4.6956 1.2357 -0.1924 0.0854 0.1891
H 0.7025 5.4722 -0.8635 -0.1884 -0.0233 -0.2681
H 1.0459 3.6187 -2.6713 -0.1349 -0.1912 -0.1617
N -1.3337 -1.8208 -1.0132 -1.3739 1.3168 0.6486
N -1.1929 -3.1630 -0.6031 -1.0510 0.7366 -0.9475
C -0.3030 -3.4074 0.3299 0.3088 -2.5407 0.2196
N -0.0854 -4.6849 0.7962 0.5553 1.7362 -0.7617
N 0.3021 -2.2664 0.6664 1.2165 -0.0589 2.7319
N 1.0186 -2.1282 1.8628 1.2827 0.4190 1.5630
O 1.2986 -3.0277 2.6387 -0.7778 2.0442 -2.0819
O 1.3082 -0.8779 2.0106 -1.0123 -2.4755 -0.8979
H -2.3002 -1.4400 -1.0092 0.1391 -1.0789 0.7656
H -1.1376 -1.7361 -1.9805 1.2051 0.0334 -1.3020
H -1.7280 -3.8534 -1.0914 -0.2198 -0.5728 -0.0521
H 0.0253 -5.4503 0.0890 -0.4210 0.8979 1.0629
H 0.5173 -4.7026 1.6314 -0.2310 -0.3692 -0.6944
```
Positions in Å, forces in eV/Å.

***

(3)
Here is a 3-piece molecular cluster, C14H24F6O7 overall at a distorted geometry from the Open Molecules 2025 dataset. Energies are from the ωB97M-V functional and the def2-TZVPD basis.

## Properties
E_tot = -1673.69369 hartree
ΔE to the lowest compared entry with this formula, charge and spin = 0.0 kJ/mol
Structure (SMILES) = CCOC(=O)C(F)(F)F.CCOC(=O)C(F)(F)F.COCCOCCOC
Lowest unoccupied orbital energy = 0.5923 eV
M = 418.33 g mol⁻¹
Strongest force on any atom = 0.0222 hartree/bohr
HOMO = -9.43 eV
Orbital gap = 10.0 eV

```
51
Properties=species:S:1:pos:R:3:forces:R:3
C 1.1115 4.2128 0.0635 0.1400 -0.2181 0.0406
C 0.8269 2.7990 0.5308 -0.2106 0.4107 0.1380
O 0.0154 2.0617 -0.4073 0.2856 -0.2979 -0.3655
C -1.2687 2.3255 -0.3826 -0.3692 -0.1896 -0.1159
O -1.8331 3.1324 0.2900 -0.1968 0.1693 0.1067
C -2.0274 1.4379 -1.3996 0.0368 -0.1102 -0.3238
F -1.5005 0.2032 -1.4890 -0.1685 0.3869 0.0362
F -3.3153 1.3214 -1.0701 0.3686 0.0539 -0.0782
F -1.9486 2.0099 -2.6207 -0.0725 -0.1976 0.3260
H 1.6888 4.6953 0.8536 -0.0525 0.1404 -0.0552
H 0.1856 4.7609 -0.0956 0.0205 0.0512 0.0652
H 1.7056 4.2304 -0.8503 -0.0384 -0.0622 -0.0108
H 0.2684 2.8291 1.4667 0.2461 -0.0674 0.0907
H 1.7322 2.2094 0.6228 0.0207 -0.0449 0.0966
C -0.7198 1.2089 8.0790 -0.3821 0.7957 -0.5073
C -0.0449 1.6082 6.7859 0.1516 -0.3429 0.2610
O -1.0532 1.9564 5.8160 -0.0686 0.0730 0.3254
C -0.6474 2.7064 4.8135 -0.2455 -0.0682 -0.0310
O 0.4614 3.0913 4.6012 0.2514 0.1410 -0.1358
C -1.8399 2.9922 3.8776 0.4667 0.0538 -0.4729
F -2.1027 1.8745 3.1766 -0.0330 0.1004 -0.0310
F -2.9338 3.3398 4.5350 -0.2734 0.0954 0.1931
F -1.5174 3.9681 3.0280 -0.1356 -0.1720 0.1544
H -1.3681 2.0335 8.3911 0.2272 0.0557 0.1395
H 0.0844 1.0998 8.8023 -0.2810 -0.4496 0.2812
H -1.3988 0.3675 7.9674 0.4246 -0.3934 0.1202
H 0.5558 0.8053 6.3563 -0.0001 -0.0103 0.0354
H 0.6161 2.4514 6.9816 -0.0892 0.1335 -0.2931
C 3.3906 -1.8634 -2.9413 0.3201 0.9083 -0.6139
O 3.8136 -3.0109 -3.6514 -0.1865 -0.1089 0.2651
C 3.2449 -3.1218 -4.9313 -0.2332 -0.1701 -0.1627
C 1.8569 -3.7563 -4.9788 0.6164 -0.3555 -0.2038
O 0.8948 -3.0210 -4.2730 0.1117 0.0897 -0.0694
C -0.2144 -3.7821 -3.8562 -0.6222 0.6260 0.2930
C -1.1156 -2.8316 -3.0636 0.0259 -0.1657 -0.4263
O -2.0235 -3.5830 -2.2937 0.2167 -0.2727 -0.1248
C -2.6879 -2.7616 -1.3744 -0.2206 -0.0351 0.3191
H 3.7385 -1.9370 -1.9165 -0.1745 -0.2192 0.1173
H 2.3183 -1.6982 -3.0262 -0.0817 -0.2508 0.3595
H 3.8557 -0.9493 -3.3661 0.0211 -0.3187 0.0382
H 3.8792 -3.8237 -5.4793 0.0951 0.1907 -0.1098
H 3.2487 -2.1560 -5.4535 0.0069 0.0110 0.0658
H 1.9546 -4.7791 -4.5864 -0.1579 0.1236 0.1920
H 1.6073 -3.8637 -6.0468 -0.2121 0.0872 0.0735
H 0.0978 -4.6076 -3.2104 -0.0257 -0.1115 -0.0997
H -0.8004 -4.1369 -4.7116 0.2465 -0.3474 -0.0310
H -1.6862 -2.2047 -3.7637 0.1798 0.1527 0.0662
H -0.4969 -2.1773 -2.4393 0.0222 -0.0636 0.0752
H -3.3997 -3.3665 -0.8153 0.0461 -0.1104 -0.0485
H -3.2463 -1.9622 -1.8726 0.0986 0.1039 0.0031
H -1.9625 -2.3383 -0.6723 -0.1155 0.1997 0.0322
```
Positions in Å, forces in eV/Å.

***

(4)
Here is a 2-piece molecular cluster, CH6O2 overall at a distorted geometry from the Open Molecules 2025 dataset. Energies are from the ωB97M-V functional and the def2-TZVPD basis.

## Properties
E_tot = -192.14648 hartree
ΔE to the lowest compared entry with this formula, charge and spin = 30.7 kJ/mol
Structure (SMILES) = CO.O
Lowest unoccupied orbital energy = 0.6582 eV
M = 50.06 g mol⁻¹
Strongest force on any atom = 0.0242 hartree/bohr
HOMO = -10.42 eV
Orbital gap = 11.1 eV

```
9
Properties=species:S:1:pos:R:3:forces:R:3
C 0.0419 0.0835 -1.9026 -0.1623 -0.7598 0.2043
O 0.8678 1.1840 -2.2216 0.7766 -0.1895 0.2837
H -0.9866 0.1997 -2.2840 0.5822 0.2596 0.0596
H -0.0015 -0.0499 -0.8086 -0.1775 -0.0684 -0.2751
H 0.4828 -0.8230 -2.3504 -0.4094 0.0380 0.1604
H 1.7453 0.8846 -1.9041 -0.6096 0.7223 -0.4335
O -1.0724 -0.3231 3.8975 1.1032 -0.5276 -0.2376
H -0.8709 -1.0451 3.2602 -0.1823 0.7815 0.7079
H -0.2064 -0.1105 4.3136 -0.9210 -0.2560 -0.4698
```
Positions in Å, forces in eV/Å.

***

(5)
Here is one molecule with the formula C2H4N2O2 at a distorted geometry from the Open Molecules 2025 dataset. Energies are from the ωB97M-V functional and the def2-TZVPD basis.

## Properties
E_tot = -338.46729 hartree
ΔE to the lowest compared entry with this formula, charge and spin = 488.1 kJ/mol
Structure (SMILES) = NN(C=O)C=O
Lowest unoccupied orbital energy = -0.0247 eV
M = 88.07 g mol⁻¹
Strongest force on any atom = 0.1521 hartree/bohr
HOMO = -9.85 eV
Orbital gap = 9.8 eV

```
10
Properties=species:S:1:pos:R:3:forces:R:3
N 0.2944 1.3160 -0.1028 -4.3160 3.8265 2.2509
N -0.0846 -0.1323 0.3345 2.8190 2.6864 -1.3296
C 1.1230 -0.7525 0.1849 6.2490 0.8901 -3.1419
O 2.2876 -0.1410 -0.2215 -6.5252 -3.2227 2.8591
C -1.4161 -0.6493 -0.1434 0.9404 5.0336 2.4324
O -2.3416 0.1139 -0.0733 0.7756 -1.3692 -0.7552
H 1.2458 1.7716 0.0617 -1.0863 -2.6802 0.2835
H -0.3594 2.0935 0.5309 1.8747 -3.4116 -2.2339
H 1.2314 -1.8628 0.2261 -0.6745 0.7829 0.3096
H -1.3955 -1.6596 -0.3314 -0.0567 -2.5357 -0.6749
```
Positions in Å, forces in eV/Å.

***

(6)
Here is a 2-piece molecular cluster, C10H22N2O4S2 overall from the Open Molecules 2025 dataset. Energies are from the ωB97M-V functional and the def2-TZVPD basis.

## Properties
E_tot = -1601.11558 hartree
Structure (SMILES) = CSCC[C@H](N)C(=O)O.CSCC[C@H](N)C(=O)O
Lowest unoccupied orbital energy = 0.5286 eV
M = 298.43 g mol⁻¹
Strongest force on any atom = 0.0100 hartree/bohr
HOMO = -8.66 eV
Orbital gap = 9.2 eV

```
40
Properties=species:S:1:pos:R:3:forces:R:3
C -5.1796 2.9148 1.6300 -0.0685 -0.0295 0.0523
S -3.6934 2.5969 0.6559 -0.0582 -0.0849 0.0263
C -3.8167 0.7934 0.5240 -0.0756 -0.1053 0.0190
C -2.6446 0.2538 -0.2920 0.0319 0.0723 -0.0143
C -2.5715 -1.2867 -0.3507 -0.1178 -0.0009 0.1017
N -1.4105 -1.8036 -1.0572 0.0885 0.1509 -0.1019
C -3.7985 -1.8168 -1.0681 0.0118 0.0561 -0.3964
O -3.8932 -1.9166 -2.2682 0.0535 0.0356 0.5096
O -4.8059 -2.1209 -0.2307 -0.0277 -0.0499 -0.1189
H -5.2344 3.9916 1.8017 0.0206 -0.1201 -0.0360
H -6.0796 2.5972 1.0971 0.1167 0.0422 0.0282
H -5.1338 2.4086 2.5978 0.0255 0.0555 -0.1090
H -4.7716 0.5305 0.0553 0.1274 0.0712 0.0480
H -3.8111 0.3544 1.5286 0.0070 0.0668 -0.0925
H -2.6869 0.6426 -1.3161 0.0112 -0.0408 0.0879
H -1.7046 0.6093 0.1497 -0.1015 -0.0557 -0.0503
H -2.5764 -1.6816 0.6701 -0.0236 0.0223 -0.0770
H -1.5347 -1.6387 -2.0527 0.0299 -0.0440 0.0465
H -0.5751 -1.3093 -0.7607 -0.1720 0.0698 -0.0385
H -5.5441 -2.4103 -0.7919 0.0135 0.0097 0.0815
C 5.4311 2.8606 -1.2075 0.1319 -0.0503 -0.0087
S 3.7263 2.2835 -1.0716 0.0657 -0.0513 0.0195
C 4.0393 0.5765 -0.5502 0.0762 -0.0744 0.0429
C 2.7134 -0.1510 -0.3409 -0.0441 0.0819 0.0420
C 2.8767 -1.6337 0.0550 0.2155 -0.0351 -0.0600
N 1.6310 -2.3834 0.1342 -0.0801 0.2629 -0.1235
C 3.6072 -1.7162 1.3815 0.3784 0.0492 -0.0602
O 4.8012 -1.8314 1.5169 -0.4880 0.0095 -0.0543
O 2.7698 -1.5669 2.4281 0.1930 -0.0259 0.1342
H 5.4006 3.9087 -1.5092 -0.0288 -0.0964 0.0311
H 5.9511 2.7867 -0.2482 -0.0941 0.0059 -0.1144
H 5.9828 2.2955 -1.9653 -0.1098 0.0699 0.1115
H 4.6303 0.5817 0.3724 -0.0913 0.0220 -0.1239
H 4.6310 0.0635 -1.3173 -0.0696 0.0714 0.0741
H 2.1302 -0.1187 -1.2701 0.0706 -0.0283 0.0898
H 2.1185 0.3608 0.4287 0.0871 -0.0703 -0.1040
H 3.5315 -2.1258 -0.6726 -0.0825 0.0786 0.0987
H 1.1409 -2.3213 -0.7543 0.0939 -0.2223 0.1508
H 1.0291 -1.9733 0.8427 0.0150 -0.1354 -0.0193
H 3.3245 -1.6044 3.2256 -0.1313 0.0171 -0.0923
```
Positions in Å, forces in eV/Å.